No. 1
DFT (ωB97M-V/def2-TZVPD) results for a cluster of 5 separate species, C23H46BFN2O12S4 in total in a non-equilibrium geometry.

XYZ file:
```
89
Properties=species:S:1:pos:R:3:lowdin_charge:R:1
C 0.80494 0.33982 -5.55815 -0.06
N 2.11037 -0.28125 -5.78531 -0.09
C 2.00898 -1.56466 -6.48039 -0.07
B 3.00142 -0.25721 -4.64471 -0.49
O 3.64105 0.92790 -4.34789 0.19
C 3.27326 -1.52408 -3.65336 -0.24
C 1.94911 -1.93900 -3.02788 -0.09
C 2.02018 -2.93671 -1.86261 -0.25
N 0.80785 -2.93593 -1.02520 0.01
O 4.20438 -1.05141 -2.62867 0.08
C 5.45123 -1.22462 -3.11018 -0.52
O 6.45768 -0.91328 -2.55839 0.19
O 5.37670 -1.84878 -4.34504 0.13
C 4.17502 -2.58906 -4.24310 -0.23
F 4.41049 -3.58973 -3.30565 0.06
H 0.93926 1.38188 -5.26787 0.09
H 0.24773 0.34895 -6.49532 0.09
H 0.19435 -0.16802 -4.80550 0.08
H 1.65358 -2.39351 -5.85804 0.08
H 2.97621 -1.81570 -6.91511 0.09
H 1.31613 -1.46968 -7.31687 0.09
H 3.35661 1.32566 -3.51851 0.09
H 1.29804 -2.30327 -3.82424 0.12
H 1.47485 -1.03343 -2.63283 0.13
H 2.85995 -2.66217 -1.23033 0.12
H 2.15878 -3.95009 -2.23269 0.11
H 0.77917 -2.06951 -0.49644 0.05
H -0.01013 -2.92282 -1.62479 0.06
H 3.86779 -3.09487 -5.15031 0.17
O 1.29027 0.41795 0.64745 -0.32
S 1.85473 1.68874 0.26544 0.67
O 1.09158 2.60820 -0.54551 -0.33
C 2.46151 2.50962 1.73192 -0.22
C 3.90032 2.01633 1.86035 -0.21
C 4.49340 2.04112 0.44149 -0.20
C 3.45672 1.39482 -0.48330 -0.22
H 1.82370 2.24647 2.57466 0.10
H 2.41951 3.58214 1.54353 0.11
H 4.47061 2.63635 2.54920 0.12
H 3.90370 0.99527 2.24647 0.12
H 4.67397 3.07238 0.13297 0.12
H 5.44275 1.51193 0.38849 0.12
H 3.45835 1.83284 -1.47723 0.09
H 3.58637 0.31680 -0.55287 0.10
O -1.74195 -0.12860 5.10563 -0.33
S -0.51332 -0.58996 4.50502 0.67
O 0.63143 0.28835 4.41622 -0.34
C -0.03725 -2.12815 5.28697 -0.22
C -0.74018 -3.19340 4.45113 -0.22
C -0.54627 -2.77949 2.98694 -0.21
C -0.88085 -1.28664 2.89203 -0.21
H -0.35196 -2.10357 6.32765 0.11
H 1.04766 -2.20891 5.22206 0.10
H -0.33865 -4.18614 4.65059 0.12
H -1.80174 -3.19326 4.68848 0.07
H 0.49085 -2.94889 2.68806 0.11
H -1.18088 -3.35688 2.31718 0.11
H -0.28013 -0.77466 2.14508 0.07
H -1.94016 -1.12635 2.70105 0.10
O -2.96100 7.24031 -3.57155 -0.32
S -1.62583 7.24332 -3.02927 0.66
O -0.61184 8.10445 -3.58137 -0.33
C -1.72837 7.48273 -1.25750 -0.23
C -1.85204 6.06992 -0.69540 -0.22
C -0.84631 5.21417 -1.47832 -0.22
C -1.02408 5.54927 -2.96470 -0.22
H -2.57693 8.12604 -1.03812 0.11
H -0.80222 7.96088 -0.94055 0.11
H -1.65331 6.04953 0.37489 0.11
H -2.86499 5.69507 -0.85611 0.12
H 0.16840 5.46073 -1.16258 0.11
H -0.98829 4.15143 -1.29681 0.10
H -0.09392 5.49437 -3.52388 0.10
H -1.77680 4.92167 -3.43737 0.10
O -3.83707 -3.76621 5.55604 -0.32
S -4.66709 -3.34698 4.45456 0.67
O -4.07852 -2.89167 3.21906 -0.32
C -5.84977 -4.64761 4.11908 -0.23
C -7.03163 -4.31697 5.02548 -0.22
C -7.23361 -2.79871 4.91554 -0.21
C -5.85462 -2.14062 5.05666 -0.21
H -5.38556 -5.60853 4.32657 0.11
H -6.11947 -4.57891 3.06571 0.11
H -7.92314 -4.86763 4.73045 0.11
H -6.79510 -4.58744 6.05645 0.12
H -7.65942 -2.55795 3.93983 0.12
H -7.92072 -2.42657 5.67326 0.11
H -5.75366 -1.23546 4.46420 0.11
H -5.60213 -1.93247 6.09398 0.11
```

Output
Energy (Eh): -3633.876465
Gap between HOMO and LUMO (eV): 9.74
SMILES: CN(C)B(O)[C@]1(CCN)OC(=O)O[C@H]1F.O=S1(=O)CCCC1.O=S1(=O)CCCC1.O=S1(=O)CCCC1.O=S1(=O)CCCC1
HOMO (eV): -9.5


No. 2
DFT (ωB97M-V/def2-TZVPD) results for a cluster of 8 separate species, C23H46Br8O7 in total in a non-equilibrium geometry.

XYZ file:
```
84
Properties=species:S:1:pos:R:3:lowdin_charge:R:1
C -16.30724 14.24529 -1.72445 -0.07
C -17.27162 13.32712 -1.00232 -0.19
O -18.36678 13.16377 -1.93934 0.00
C -19.51223 12.76821 -1.50852 -0.61
C -20.52735 12.83729 -2.60104 0.02
O -19.79726 12.53274 -0.35613 0.09
H -15.94320 13.76044 -2.63027 0.08
H -15.49399 14.40817 -1.01721 0.07
H -16.64831 15.26087 -1.92536 0.08
H -16.79336 12.38249 -0.74337 0.13
H -17.63122 13.73235 -0.05650 0.12
H -21.37330 13.27349 -2.06979 0.10
H -20.60307 11.84815 -3.05265 0.09
H -20.13221 13.51335 -3.35926 0.09
C -6.04558 9.33721 -6.86467 -0.09
C -6.42779 10.78173 -7.07248 -0.22
O -5.22639 11.47898 -6.70117 -0.05
C -5.10640 12.23101 -5.51961 -0.46
C -3.93680 13.11065 -5.39884 0.00
O -6.00969 12.26207 -4.67262 0.06
H -5.87033 9.19208 -5.79869 0.09
H -5.16907 9.01919 -7.42921 0.08
H -6.74607 8.61983 -7.29220 0.08
H -6.69170 10.99240 -8.10886 0.12
H -7.31040 10.93409 -6.45128 0.12
H -3.42693 13.08157 -4.43590 0.09
H -4.19639 14.15451 -5.57510 0.10
H -3.15564 12.80727 -6.09587 0.09
C -11.49717 16.12689 -5.43846 -0.04
C -12.80742 16.99565 -5.61610 -0.22
O -12.42457 18.25999 -6.06467 -0.03
C -13.28252 19.08053 -6.69182 -0.51
C -12.62298 20.37840 -7.07296 0.02
O -14.43891 18.80435 -7.02502 0.08
H -11.84173 15.21836 -4.94454 0.07
H -10.82943 16.61386 -4.72777 0.07
H -10.97400 15.92737 -6.37365 0.07
H -13.42455 16.53779 -6.38915 0.12
H -13.43847 17.10318 -4.73387 0.13
H -13.22363 21.19417 -7.47523 0.09
H -11.88143 20.07516 -7.81205 0.09
H -12.03332 20.67257 -6.20472 0.08
C -7.71410 22.14607 -5.05839 -0.02
C -8.01318 20.64443 -5.13014 -0.51
C -7.69068 19.98357 -6.44260 -0.02
O -8.31132 20.02702 -4.14387 0.07
H -8.49400 22.54941 -5.70429 0.08
H -6.80965 22.33836 -5.63555 0.08
H -7.78053 22.66615 -4.10277 0.08
H -7.00489 20.46441 -7.14016 0.08
H -8.61244 19.89887 -7.01821 0.08
H -7.43537 18.94148 -6.25039 0.09
Br -11.32495 11.40836 1.64791 0.56
C -9.83496 10.12411 2.07132 -0.63
C -8.49538 10.76295 1.71539 -0.69
Br -7.05819 9.42699 1.43760 0.58
H -10.03157 9.23156 1.47735 0.05
H -9.82061 9.86951 3.13108 0.06
H -8.09524 11.58289 2.31178 0.06
H -8.57301 11.24024 0.73852 0.03
Br -15.10028 20.88910 -0.33058 0.54
C -13.21873 20.72835 -1.00948 -0.59
C -12.34283 21.76482 -0.17413 -0.72
Br -12.41283 23.66812 -0.54807 0.59
H -13.23028 20.93737 -2.07919 0.05
H -12.78986 19.74213 -0.83186 0.05
H -11.33106 21.36827 -0.25874 0.05
H -12.67524 21.74727 0.86380 0.02
Br -4.42079 21.51920 1.65336 0.58
C -2.99907 20.62440 0.59823 -0.67
C -3.40779 20.73401 -0.85530 -0.66
Br -2.02024 19.82662 -2.00034 0.54
H -3.05594 19.56592 0.85217 0.05
H -2.03136 20.98309 0.94892 0.06
H -3.46311 21.71957 -1.31758 0.05
H -4.29938 20.11682 -0.96598 0.05
Br -9.49139 16.25870 0.50705 0.57
C -7.55253 16.12303 0.95983 -0.68
C -6.82997 15.57835 -0.30228 -0.64
Br -4.89252 15.40656 0.23978 0.55
H -7.34443 15.52990 1.85033 0.05
H -7.15350 17.12120 1.14016 0.04
H -7.00250 16.20727 -1.17566 0.06
H -7.23981 14.58532 -0.48676 0.04
```

Output
Energy (Eh): -22022.700102
Relative energy (zero: lowest compared OMol25 entry of this formula, charge and spin) (kcal per mole): 19.6
Gap between HOMO and LUMO (eV): 9.93
SMILES: CCOC(C)=O.CCOC(C)=O.CCOC(C)=O.CC(C)=O.BrCCBr.BrCCBr.BrCCBr.BrCCBr
HOMO (eV): -9.9